No. 1
Molecular formula: C3H2FO2Pt
Method: DFT, ωB97M-V/def2-TZVPD

Last column: natural (NBO) charge in e.
Cartesian coordinates (Å):
F: -0.5248 2.2437 -0.0268  -0.28
O: 0.7504 -1.3607 -0.6039  -0.57
O: 1.4026 1.0796 0.1507  -0.52
C: -0.4330 -1.2034 -0.0602  0.27
C: -0.8076 0.1379 0.1810  -0.27
C: 0.2024 1.0582 -0.1804  0.80
H: -1.2209 -1.8410 -0.4901  0.24
H: -1.6047 0.3664 0.8841  0.29
Pt: 2.2355 -0.4808 0.1455  1.04

Properties
* spin multiplicity: 3
* net charge: +1
* orbital gap (alpha / beta): 7.63 / 6.85 eV
* ΔE to the lowest compared entry with this formula, charge and spin: 0.0 kJ/mol

No. 2
Molecular formula: C3H10NP
Method: DFT, ωB97M-V/def2-TZVPD

Last column: natural (NBO) charge in e.
Cartesian coordinates (Å):
C: 0.4955 2.6535 0.5446  -0.49
C: 0.1436 -2.5645 0.7933  -0.92
C: -0.3687 -0.9062 -1.5571  -0.99
N: -0.4810 1.6429 0.2920  -0.45
P: -1.1070 -1.2705 0.0909  0.57
H: 0.9830 2.4210 1.4977  0.22
H: 1.2671 2.7087 -0.1550  0.20
H: 0.0733 3.6401 0.6062  0.19
H: -0.4431 -3.3649 1.1521  0.23
H: 0.5925 -2.0089 1.5256  0.22
H: 0.8454 -2.8207 0.0060  0.22
H: -0.7936 0.1483 -1.8214  0.24
H: -0.3748 -1.5695 -2.4226  0.24
H: 0.5777 -0.6176 -1.2110  0.22
H: -1.4099 1.9083 0.6587  0.31

Properties
* orbital gap (alpha / beta): 8.93 / 6.86 eV
* ΔE to the lowest compared entry with this formula, charge and spin: 412.5 kJ/mol

No. 3
Molecular formula: C40H56O24
Method: DFT, ωB97M-V/def2-TZVPD

Last column: Löwdin spin population.
Cartesian coordinates (Å):
C: 5.0499 -18.0053 0.3295  0.00
O: 4.1277 -17.1528 0.9925  0.00
C: 3.8718 -15.7917 0.5784  0.00
C: 5.2526 -14.9540 0.7872  0.00
O: 5.7348 -15.0301 2.1021  0.00
C: 6.6950 -14.0347 2.4650  0.00
H: 6.1005 -17.7165 0.3611  0.00
H: 4.7270 -18.1884 -0.6954  0.00
H: 5.1186 -18.9221 0.9150  0.00
H: 3.1274 -15.3862 1.2637  0.00
H: 3.4449 -15.7567 -0.4239  0.00
H: 5.1120 -13.8895 0.5993  0.00
H: 6.0917 -15.2203 0.1445  0.00
H: 6.2032 -13.0779 2.6405  0.00
H: 7.6037 -13.9523 1.8688  0.00
H: 6.9884 -14.3906 3.4526  0.00
C: 7.3222 -10.3792 4.3796  0.00
O: 6.7391 -9.4820 5.3069  0.00
C: 5.3747 -9.7684 5.5820  0.00
C: 4.2978 -8.9723 4.8038  0.00
O: 3.8932 -7.8213 5.5710  0.00
C: 2.7038 -7.1702 5.2163  0.00
H: 7.5824 -11.2714 4.9493  0.00
H: 8.2597 -9.9653 4.0083  0.00
H: 6.5725 -10.6938 3.6536  0.00
H: 5.3424 -9.5794 6.6550  0.00
H: 5.2117 -10.8375 5.4454  0.00
H: 3.3951 -9.4959 4.4889  0.00
H: 4.6445 -8.6769 3.8135  0.00
H: 2.7705 -6.8827 4.1670  0.00
H: 2.5193 -6.3224 5.8760  0.00
H: 1.7701 -7.7208 5.3308  0.00
C: -4.6331 -12.0585 5.2647  0.00
O: -3.3241 -12.4145 4.8845  0.00
C: -2.3375 -12.6785 5.8908  0.00
C: -1.7569 -11.3641 6.5010  0.00
O: -1.1574 -10.5459 5.4708  0.00
C: -0.9898 -9.2149 5.8039  0.00
H: -4.9666 -12.6687 6.1041  0.00
H: -5.2262 -12.0946 4.3509  0.00
H: -4.7165 -11.1201 5.8129  0.00
H: -1.4756 -13.2030 5.4785  0.00
H: -2.7946 -13.3137 6.6495  0.00
H: -1.0717 -11.6883 7.2843  0.00
H: -2.5700 -10.7817 6.9342  0.00
H: -1.9571 -8.8144 6.1076  0.00
H: -0.7722 -8.5816 4.9439  0.00
H: -0.1619 -8.9172 6.4473  0.00
C: 3.7574 -13.6985 4.6853  0.00
O: 2.6299 -14.1070 5.5138  0.00
C: 2.5777 -15.5521 5.5790  0.00
C: 1.1656 -15.8871 6.1078  0.01
O: 0.0494 -15.4035 5.3461  0.01
C: -0.0350 -15.9745 4.0480  0.00
H: 4.6975 -14.2312 4.8287  0.00
H: 3.9167 -12.6239 4.7742  0.00
H: 3.5115 -13.7915 3.6275  0.00
H: 3.3619 -15.9190 6.2412  0.00
H: 2.7074 -15.9165 4.5599  0.00
H: 1.0561 -15.4961 7.1193  0.00
H: 1.0486 -16.9706 6.1291  0.00
H: -0.9404 -15.6073 3.5648  0.00
H: -0.0957 -17.0545 4.1821  0.00
H: 0.7572 -15.5806 3.4113  0.00
C: 0.4983 -20.2000 3.1099  0.14
C: 0.1337 -20.2375 4.4076  0.07
C: 1.0191 -19.8289 5.4829  0.02
O: 0.8344 -19.9894 6.7352  0.05
C: 2.2504 -19.2351 4.9156  0.35
C: 2.5557 -19.0896 3.6035  0.12
C: 1.7353 -19.6395 2.5899  0.02
O: 2.0621 -19.6653 1.3841  -0.06
O: 3.6285 -18.4001 3.2697  0.19
O: -1.1126 -20.7207 4.7221  0.07
H: -0.2256 -20.5803 2.4044  0.00
H: 2.9510 -18.8951 5.6638  0.01
H: 3.7330 -18.2987 2.3208  0.00
H: -1.2888 -20.4435 5.6241  0.00
C: 0.0239 -17.5786 -2.2434  0.00
C: 0.3504 -17.5776 -0.9539  0.00
C: -0.6481 -17.4985 0.1142  0.00
O: -0.3339 -17.4730 1.2911  0.00
C: -2.0248 -17.3748 -0.4301  0.00
C: -2.4338 -17.3766 -1.7199  0.00
C: -1.3460 -17.4150 -2.8222  0.00
O: -1.6532 -17.3274 -4.0036  0.00
O: -3.7321 -17.3518 -2.1831  0.00
O: 1.6003 -17.8343 -0.4943  0.00
H: 0.7910 -17.7538 -2.9832  0.00
H: -2.7673 -17.3439 0.3535  0.00
H: -3.8411 -17.5954 -3.1053  0.00
H: 1.6643 -18.1479 0.4108  0.00
C: -6.5776 -15.2670 3.4334  0.00
C: -6.9692 -15.4393 2.1747  0.00
C: -6.2946 -16.1468 1.1005  0.00
O: -6.6622 -16.1866 -0.0713  0.00
C: -5.0581 -16.7770 1.6073  0.00
C: -4.7317 -16.7361 2.8536  0.00
C: -5.4682 -15.9947 3.9483  0.00
O: -5.3154 -15.9817 5.1751  0.00
O: -3.6442 -17.3968 3.3679  0.00
O: -8.0401 -14.7889 1.7006  0.00
H: -7.3134 -14.7163 4.0006  0.00
H: -4.6188 -17.5359 0.9769  0.00
H: -3.2293 -17.1295 4.1913  0.00
H: -8.1413 -15.1652 0.8233  0.00
C: -3.2959 -18.7529 6.9587  0.00
C: -3.4461 -19.1385 8.1512  0.00
C: -3.1528 -18.3889 9.4079  0.00
O: -3.3800 -18.7253 10.5547  0.00
C: -2.6365 -17.0594 9.1272  0.00
C: -2.2472 -16.6925 7.8695  0.00
C: -2.5367 -17.5483 6.6916  0.00
O: -2.3110 -17.1532 5.6100  0.00
O: -1.5781 -15.5476 7.6043  0.00
O: -4.0585 -20.3380 8.3934  0.00
H: -3.6095 -19.4332 6.1808  0.00
H: -2.4022 -16.3563 9.9128  0.00
H: -1.3446 -15.6488 6.6787  0.00
H: -4.1989 -20.2905 9.3419  0.00

Properties
* spin multiplicity: 2
* net charge: +1
* orbital gap (alpha / beta): 3.97 / 2.30 eV

No. 4
Molecular formula: C5H8FNS
Method: DFT, ωB97M-V/def2-TZVPD

Last column: natural (NBO) charge in e.
Cartesian coordinates (Å):
C: -0.2019 2.1153 1.0844  -0.64
C: 0.1004 0.8355 0.2269  0.33
N: 1.0505 0.9541 -0.5844  -0.74
C: -0.9273 -0.2062 0.4413  -0.44
C: -0.8509 -1.5678 -0.0684  -0.11
S: -1.7698 -2.6350 0.9023  -0.15
C: 0.2476 -2.1377 -1.0637  -0.01
F: 0.5419 -1.3156 -2.1273  -0.38
H: 0.7323 2.2924 1.5513  0.21
H: -0.4843 3.0048 0.2862  0.23
H: -0.8597 1.9904 1.9417  0.24
H: 1.1545 0.2618 -1.2365  0.41
H: 1.8791 1.7121 -0.6552  0.42
H: -1.6791 0.0140 1.2787  0.25
H: 1.1518 -2.1293 -0.5153  0.18
H: -0.0850 -3.1887 -1.4620  0.21

Properties
* orbital gap: 7.41 eV
* ΔE to the lowest compared entry with this formula, charge and spin: 210.6 kJ/mol
* SMILES: C/C(N)=C/C(=S)CF

For the records above, the corresponding strongest force on any atom values read 0.175; 0.071; 0.135; 0.176 hartree/bohr.